1.
A cluster of 3 separate species, C20H50N3O8P in total, computed with ωB97M-V/def2-TZVPD.

charge	0
SMILES string	CCCCCO[C@](C)(CN)P(=O)(O)O.COCCNCCOC.COCCNCCOC
E_HOMO	-8.704	eV

Atoms and positions in Å:
C 0.914 1.521 -0.975
C -0.087 1.597 -2.143
C 0.414 2.351 -3.375
C -0.716 3.102 -4.069
C -1.856 2.227 -4.575
O -3.070 2.569 -3.894
C -3.984 1.527 -3.580
C -3.417 0.447 -2.673
C -4.693 0.912 -4.806
N -3.934 -0.030 -5.614
P -5.310 2.398 -2.604
O -6.652 2.106 -3.079
O -5.060 2.094 -1.063
O -4.981 3.963 -2.633
H 0.394 1.799 -0.067
H 1.757 2.180 -1.117
H 1.254 0.500 -0.858
H -0.961 2.124 -1.784
H -0.380 0.592 -2.414
H 0.923 1.697 -4.074
H 1.145 3.080 -3.046
H -0.290 3.649 -4.904
H -1.117 3.841 -3.388
H -2.002 2.466 -5.626
H -1.630 1.170 -4.525
H -4.248 -0.173 -2.351
H -2.974 0.869 -1.786
H -2.727 -0.183 -3.219
H -5.557 0.387 -4.431
H -5.025 1.721 -5.445
H -3.221 0.406 -6.177
H -3.566 -0.806 -5.085
H -4.868 2.938 -0.610
H -4.760 4.199 -3.550
C -4.809 -0.510 2.876
O -3.594 0.044 3.346
C -3.090 -0.569 4.528
C -1.785 -1.278 4.244
N -2.000 -2.453 3.409
C -0.776 -3.073 2.909
C 0.078 -2.262 1.941
O -0.548 -2.020 0.693
C -1.370 -0.866 0.648
H -5.137 0.093 2.031
H -4.681 -1.544 2.540
H -5.582 -0.478 3.649
H -3.822 -1.259 4.957
H -2.908 0.226 5.257
H -1.333 -1.594 5.189
H -1.111 -0.549 3.773
H -2.572 -2.188 2.618
H -1.066 -3.996 2.402
H -0.157 -3.363 3.764
H 0.971 -2.853 1.721
H 0.428 -1.321 2.381
H -1.002 -0.075 1.306
H -2.405 -1.107 0.906
H -1.367 -0.491 -0.376
C 6.295 -0.347 4.456
O 6.980 -0.764 3.291
C 6.876 -2.158 3.023
C 6.102 -2.400 1.746
N 4.696 -2.056 1.913
C 3.920 -2.069 0.677
C 4.265 -1.044 -0.396
O 3.989 0.292 -0.020
C 5.036 0.964 0.657
H 6.520 0.707 4.607
H 5.210 -0.463 4.354
H 6.633 -0.906 5.334
H 6.414 -2.686 3.862
H 7.891 -2.545 2.899
H 6.179 -3.458 1.477
H 6.583 -1.812 0.952
H 4.634 -1.133 2.323
H 2.874 -1.913 0.950
H 3.985 -3.070 0.237
H 3.621 -1.250 -1.256
H 5.298 -1.137 -0.752
H 6.020 0.617 0.332
H 4.953 0.854 1.742
H 4.949 2.026 0.426

Force components x, y, z for each atom (eV/Å):
C -0.63 -0.35 -0.37
C 0.55 0.31 0.12
C -0.36 0.10 0.35
C 0.43 -0.29 -0.14
C -0.21 0.63 -0.34
O 0.33 -0.23 0.09
C -0.53 0.17 0.40
C -0.31 0.00 -0.34
C 0.65 -0.29 0.05
N -0.17 0.18 -0.17
P -0.08 0.37 -0.32
O -0.67 -0.60 -0.21
O 0.29 0.68 0.52
O 0.41 0.11 -0.41
H 0.12 0.06 0.35
H 0.30 0.11 0.02
H 0.39 -0.09 0.17
H -0.44 0.04 0.02
H -0.31 -0.26 -0.09
H 0.13 -0.24 -0.17
H 0.26 0.24 0.00
H 0.03 0.20 -0.24
H -0.23 0.18 0.19
H -0.16 -0.13 -0.30
H 0.03 -0.27 0.30
H -0.11 -0.26 0.09
H 0.33 0.07 0.15
H 0.34 -0.14 0.07
H -0.42 0.01 0.02
H -0.24 0.14 -0.16
H 0.14 -0.09 0.11
H 0.11 0.00 -0.07
H -0.06 -0.59 -0.03
H 0.08 0.22 0.39
C 0.08 0.09 0.00
O -0.11 -0.14 -0.05
C 0.13 0.20 0.09
C -0.07 -0.10 -0.20
N 0.12 0.08 0.03
C -0.19 -0.04 -0.02
C 0.16 -0.17 0.02
O 0.03 0.19 0.06
C -0.06 -0.15 -0.22
H 0.03 0.02 0.00
H -0.06 -0.03 0.05
H -0.02 -0.04 0.00
H -0.01 -0.06 -0.07
H -0.03 -0.01 0.01
H 0.02 -0.01 0.00
H 0.04 0.06 0.11
H -0.05 -0.02 0.01
H 0.05 -0.01 -0.01
H 0.02 0.04 0.02
H -0.02 -0.01 -0.02
H -0.09 0.05 0.00
H -0.02 -0.02 0.07
H -0.02 0.14 0.08
H 0.07 -0.04 0.00
C 0.08 0.02 -0.09
O -0.16 0.01 0.11
C 0.23 -0.05 -0.13
C -0.16 0.16 0.04
N 0.08 0.02 -0.10
C -0.06 0.00 0.19
C -0.14 -0.10 -0.20
O 0.17 0.02 0.06
C -0.19 0.11 -0.03
H 0.02 0.00 -0.03
H 0.00 -0.05 0.07
H -0.04 -0.01 0.03
H -0.08 0.03 0.00
H 0.00 0.00 0.03
H -0.01 -0.01 -0.03
H 0.10 -0.08 -0.02
H -0.01 0.01 0.03
H -0.02 0.00 -0.06
H 0.04 -0.01 -0.01
H 0.00 0.02 0.00
H 0.05 0.03 0.11
H 0.02 -0.05 0.03
H 0.12 -0.05 0.01
H -0.01 -0.01 -0.03

Löwdin atomic charge list, values in e, 4 entries: atom 1 (C): -0.087, atom 2 (C): -0.255, atom 3 (C): -0.208, atom 4 (C): -0.169

=====

2.
A cluster of 5 separate species, C20H50O10 in total, computed with ωB97M-V/def2-TZVPD.

charge	0
SMILES string	COCCOC.COCCOC.COCCOC.COCCOC.COCCOC
energy relative to the best compared isomer or geometry (same formula, charge and spin)	6.1688	eV
E_HOMO	-9.124	eV

Atoms and positions in Å:
C 5.116 3.120 -3.219
O 5.494 4.082 -2.190
C 5.821 5.390 -2.667
C 5.651 6.502 -1.621
O 6.575 6.570 -0.545
C 6.810 5.329 0.238
H 4.693 2.192 -2.837
H 5.957 2.788 -3.829
H 4.217 3.362 -3.786
H 5.174 5.666 -3.500
H 6.843 5.345 -3.043
H 4.676 6.238 -1.211
H 5.486 7.465 -2.103
H 5.936 5.068 0.834
H 7.644 5.583 0.893
H 7.100 4.582 -0.501
C -1.204 -1.615 -2.127
O -0.261 -0.857 -1.495
C 0.110 -1.382 -0.201
C 1.351 -0.665 0.308
O 2.638 -0.874 -0.311
C 2.939 -0.169 -1.599
H -0.898 -2.660 -2.178
H -1.474 -1.175 -3.087
H -2.211 -1.523 -1.719
H 0.342 -2.447 -0.218
H -0.729 -1.357 0.495
H 1.471 -0.742 1.389
H 1.143 0.385 0.105
H 2.928 0.919 -1.535
H 2.299 -0.387 -2.453
H 3.965 -0.360 -1.914
C -3.895 -1.969 1.971
O -4.496 -0.865 2.578
C -5.604 -0.222 1.897
C -6.380 0.767 2.752
O -7.433 1.411 2.048
C -8.295 2.102 3.012
H -4.554 -2.835 2.029
H -3.003 -2.345 2.472
H -3.561 -1.870 0.938
H -6.334 -0.880 1.427
H -5.266 0.306 1.005
H -5.690 1.549 3.069
H -6.806 0.132 3.528
H -9.280 2.283 2.583
H -7.870 2.953 3.545
H -8.723 1.349 3.673
C -4.384 1.882 -5.820
O -4.775 1.403 -4.550
C -3.797 1.504 -3.589
C -4.116 1.064 -2.117
O -4.521 -0.264 -1.945
C -5.910 -0.607 -2.254
H -5.221 1.705 -6.494
H -3.495 1.340 -6.143
H -4.187 2.947 -5.950
H -3.361 2.500 -3.512
H -3.025 0.759 -3.782
H -4.747 1.723 -1.520
H -3.154 1.120 -1.608
H -6.555 0.047 -1.667
H -6.206 -1.620 -1.982
H -6.126 -0.341 -3.289
C 4.174 -6.931 5.188
O 5.054 -6.809 4.066
C 5.606 -5.511 3.914
C 4.505 -4.673 3.141
O 3.646 -4.055 4.059
C 2.532 -3.433 3.462
H 4.733 -6.667 6.086
H 3.863 -7.975 5.175
H 3.371 -6.215 5.011
H 6.470 -5.450 3.253
H 5.813 -5.137 4.917
H 3.864 -5.208 2.440
H 5.053 -3.851 2.679
H 1.909 -4.041 2.806
H 2.645 -2.507 2.899
H 1.929 -2.941 4.225

Force components x, y, z for each atom (eV/Å):
C -0.20 0.05 0.64
O -1.00 -0.90 -0.55
C 0.69 -0.03 -0.43
C -0.91 -1.98 0.91
O 0.38 -0.31 0.13
C -0.04 1.68 -1.55
H 0.63 0.00 1.29
H 0.05 0.52 -0.27
H 0.37 1.20 -0.57
H -0.18 -0.04 -0.16
H 0.26 0.20 -0.14
H -0.48 0.15 0.34
H 0.77 0.08 0.11
H -0.09 -0.16 -0.21
H -0.10 -0.07 -0.08
H -0.13 -0.39 0.54
C -1.74 -0.34 -0.78
O 1.48 0.52 1.70
C 0.71 -0.56 -0.68
C 0.10 2.08 -1.11
O 0.00 -0.05 -1.65
C -0.37 -0.10 0.91
H -0.15 -0.15 -0.35
H 0.97 -0.19 -0.54
H -0.14 -0.38 1.07
H 0.06 -0.40 -0.71
H -0.11 0.69 0.23
H 0.13 -0.45 -0.10
H -0.24 0.42 0.34
H -0.39 0.21 0.77
H -0.37 -0.60 0.40
H -0.01 -0.68 0.54
C -0.29 -1.25 -0.45
O -0.87 1.34 0.29
C 0.36 -0.03 -1.75
C 0.50 -0.43 0.22
O -0.66 0.61 0.73
C -0.76 -1.90 -0.80
H -0.39 -0.12 -0.30
H 0.05 0.80 0.70
H -0.37 0.59 -0.32
H -0.03 -0.91 0.51
H 0.68 0.26 -0.06
H 0.07 -0.18 0.76
H 0.08 0.52 0.73
H 0.52 1.04 -1.06
H 0.19 -0.12 -0.26
H 0.94 -0.23 0.99
C -0.24 -0.52 -0.43
O -1.31 0.68 -0.16
C 0.89 -0.97 1.98
C -0.50 0.42 -0.41
O -0.85 -1.70 -0.23
C 0.51 1.89 0.15
H 0.11 -0.38 0.01
H 0.08 -0.09 -0.27
H 0.15 0.32 0.85
H 0.12 0.22 -0.17
H 0.61 0.15 -0.65
H -0.55 0.35 -0.37
H 0.25 0.01 -0.14
H -0.12 0.16 0.26
H 0.82 -0.08 -0.18
H 0.06 -0.49 -0.15
C 0.69 0.45 -1.16
O 1.16 -0.79 -0.16
C -2.94 0.03 -1.09
C 1.47 1.07 1.13
O -1.24 0.58 0.52
C -0.77 1.22 0.39
H -0.20 -0.12 0.34
H -0.18 0.23 0.27
H -0.39 -0.29 0.52
H 0.22 -0.81 0.30
H 0.15 0.65 -0.16
H 0.69 -0.59 -0.28
H 0.03 0.01 -0.83
H 0.07 -0.65 0.26
H 1.51 0.01 -0.73
H -0.26 -0.98 0.66

Löwdin atomic charge list, values in e, 4 entries: atom 1 (C): -0.082, atom 2 (O): -0.205, atom 3 (C): -0.212, atom 4 (C): -0.208

=====

For each record above, in turn, the calculated LUMO energy values are 0.56, 0.66 eV.
For each record above, in turn, the calculated M values are 491.61, 450.61 Da.
For each record above, in turn, the calculated gap between HOMO and LUMO values are 9.265, 9.784 eV.